(1)
{
  "formula": "C24H25N5Ti",
  "method": "ωB97M-V with the def2-TZVPD basis set",
  "gap_ev": [4.95, 4.95],
  "de_lowest_kcal_mol": 17.8,
  "molar_mass_g_mol": 431.37,
  "largest_force_ev_per_a": 1.8,
  "e_homo_ha": [-0.75548, -0.75548],
  "charge": 4,
  "elements": ["Ti", "C", "C", "C", "C", "C", "C", "C", "C", "C", "C", "H", "H", "H", "H", "H", "H", "H", "H", "H", "H", "H", "H", "H", "H", "N", "C", "N", "C", "N", "N", "C", "C", "C", "C", "C", "C", "N", "C", "C", "C", "C", "C", "C", "H", "H", "H", "H", "H", "H", "H", "H", "H", "H", "H"],
  "coordinates": [[0.458, 0.519, 0.106], [-3.817, 3.576, 0.321], [-2.630, 3.376, -0.650], [-1.999, 4.716, -0.997], [-1.732, 2.389, 0.040], [-0.589, 2.791, 0.776], [-0.074, 1.989, 1.814], [-0.652, 0.720, 2.115], [-0.377, 0.022, 3.400], [-1.627, 0.215, 1.197], [-2.156, 1.045, 0.193], [-4.516, 4.282, -0.128], [-3.488, 4.003, 1.266], [-4.353, 2.653, 0.528], [-3.051, 2.925, -1.560], [-1.768, 5.292, -0.100], [-2.714, 5.327, -1.547], [-1.104, 4.607, -1.607], [-0.240, 3.818, 0.690], [0.616, 2.444, 2.532], [-0.370, -1.064, 3.306], [-1.197, 0.266, 4.090], [0.537, 0.365, 3.883], [-2.128, -0.738, 1.412], [-3.036, 0.699, -0.351], [3.717, -0.872, 2.542], [2.983, -0.055, 1.820], [1.938, -0.459, 1.084], [1.644, -1.844, 1.061], [0.701, -2.252, 0.235], [0.233, -1.293, -0.539], [-0.252, -1.429, -1.743], [-0.258, -0.200, -2.508], [-0.660, -0.105, -3.841], [-0.357, 1.052, -4.555], [0.350, 2.075, -3.926], [0.664, 1.949, -2.575], [0.349, 0.858, -1.862], [2.424, -2.764, 1.824], [2.240, -4.158, 1.776], [3.099, -4.985, 2.474], [4.141, -4.457, 3.246], [4.344, -3.083, 3.316], [3.510, -2.238, 2.593], [4.517, -0.511, 3.068], [3.231, 1.009, 1.830], [-0.476, -2.402, -2.185], [-1.160, -0.939, -4.319], [-0.647, 1.144, -5.594], [0.654, 2.957, -4.473], [1.197, 2.751, -2.053], [1.444, -4.561, 1.169], [2.980, -6.057, 2.406], [4.813, -5.125, 3.772], [5.156, -2.688, 3.912]]
}

---

(2)
{
  "formula": "C24H25O4PtSe2Te",
  "method": "ωB97M-V with the def2-TZVPD basis set",
  "gap_ev": 6.98,
  "de_lowest_kcal_mol": 0.0,
  "molar_mass_g_mol": 858.06,
  "largest_force_ev_per_a": 0.7,
  "e_homo_ha": -0.40563,
  "charge": 1,
  "elements": ["Pt", "O", "C", "C", "C", "O", "C", "Se", "C", "Se", "H", "H", "H", "H", "H", "H", "H", "H", "H", "H", "Te", "C", "C", "C", "C", "C", "C", "C", "C", "C", "C", "C", "C", "H", "H", "H", "H", "H", "H", "H", "H", "H", "H", "O", "C", "O", "C", "C", "C", "C", "C", "C", "H", "H", "H", "H", "H"],
  "coordinates": [[-0.098, -0.010, -1.070], [1.702, 0.986, -6.146], [2.551, 1.232, -5.042], [1.743, 0.944, -3.770], [1.159, -0.472, -3.939], [0.942, -1.096, -2.640], [2.732, 0.990, -2.590], [1.936, 1.244, -0.814], [0.676, 2.047, -3.648], [-0.955, 1.559, -2.679], [2.167, 1.181, -6.965], [2.895, 2.272, -5.019], [3.432, 0.578, -5.067], [1.874, -1.109, -4.460], [0.223, -0.447, -4.496], [0.619, -1.999, -2.752], [3.383, 1.857, -2.707], [3.352, 0.094, -2.579], [0.306, 2.301, -4.642], [1.115, 2.937, -3.200], [-1.559, 1.220, 0.603], [-0.689, 3.063, 1.155], [-0.897, 3.456, 2.476], [-0.459, 4.702, 2.891], [0.171, 5.551, 1.995], [0.355, 5.162, 0.678], [-0.081, 3.918, 0.247], [-1.020, 0.143, 2.322], [0.246, 0.270, 2.879], [0.580, -0.514, 3.966], [-0.338, -1.421, 4.483], [-1.595, -1.548, 3.917], [-1.943, -0.763, 2.827], [-1.383, 2.799, 3.186], [-0.613, 5.009, 3.916], [0.512, 6.523, 2.323], [0.837, 5.831, -0.022], [0.048, 3.622, -0.783], [0.967, 0.967, 2.468], [1.563, -0.425, 4.409], [-0.068, -2.034, 5.332], [-2.306, -2.258, 4.316], [-2.923, -0.868, 2.376], [0.333, -1.704, 0.204], [-0.839, -2.194, 0.050], [-1.640, -1.552, -0.708], [-1.259, -3.418, 0.733], [-2.543, -3.918, 0.531], [-2.944, -5.053, 1.212], [-2.068, -5.680, 2.088], [-0.788, -5.180, 2.288], [-0.378, -4.046, 1.612], [-3.210, -3.416, -0.155], [-3.937, -5.452, 1.060], [-2.385, -6.569, 2.618], [-0.112, -5.677, 2.971], [0.611, -3.635, 1.759]]
}